21
Properties=species:S:1:pos:R:3:forces:R:3:nbo_charge:R:1 method="wB97M-V/def2-TZVPD" de_lowest_kcal_mol=54.49 e_tot_ha=-308.33623 orbital_gap_ev=9.66
C -1.5776 -0.1756 -3.0721 4.092 0.892 2.839 -0.60
C -1.6161 0.1399 -1.4874 1.414 -2.471 -0.936 -0.41
C -0.1086 0.2865 -0.9914 0.325 -2.185 0.677 -0.22
N -0.0947 0.2528 0.5374 -0.075 1.760 -0.326 -0.65
C 1.1912 0.6961 1.3414 -1.524 1.965 -3.963 -0.22
C 1.2940 -0.0063 2.6158 -2.349 -1.994 -1.124 -0.25
N 1.4811 -1.4452 2.4662 0.841 -1.545 0.433 -0.88
H -1.3019 -1.2029 -3.3345 -0.601 0.161 0.213 0.21
H -0.6402 0.4214 -3.3062 -1.040 -0.586 -0.576 0.19
H -2.3468 0.2604 -3.5932 -2.007 0.539 -1.246 0.21
H -2.1633 1.0822 -1.3440 -0.017 -0.545 0.365 0.20
H -2.0081 -0.7999 -0.9703 -0.050 1.759 -0.300 0.22
H 0.5721 -0.5942 -1.3421 -1.463 1.210 0.430 0.18
H 0.3204 1.1431 -1.5025 0.177 0.659 0.349 0.17
H -0.7956 1.0047 0.7125 0.584 -0.931 0.472 0.34
H 1.1133 1.8393 1.3906 0.397 -1.535 0.494 0.19
H 1.9953 0.4918 0.6449 0.553 -0.140 0.053 0.19
H 0.2793 0.0421 2.9654 -0.503 0.989 1.230 0.18
H 2.0280 0.3778 3.2525 0.967 0.778 1.066 0.20
H 1.1207 -1.9527 1.6103 0.120 1.246 1.903 0.39
H 1.2574 -1.8613 3.4067 0.157 -0.027 -2.051 0.37